Entry 1:
An isolated molecule of C4H11NS at a distorted geometry, computed with wB97M-V/def2-TZVPD.

```
17
Properties=species:S:1:pos:R:3
C 1.498 -0.104 -2.571
C 0.470 -0.539 -1.520
S 1.126 -0.442 0.309
H 1.191 -0.082 -3.631
H 1.650 0.925 -2.287
H 2.454 -0.576 -2.272
H -0.477 0.086 -1.464
H 0.144 -1.527 -1.700
C -1.133 1.415 1.709
C -0.409 -0.929 1.225
N -0.938 -0.021 2.270
H -0.188 2.021 1.990
H -1.042 1.312 0.634
H -2.143 1.797 1.875
H -1.299 -1.113 0.577
H -0.366 -1.895 1.710
H -0.539 -0.329 3.147
```

Output
Structure (SMILES): CCSCNC
HOMO-LUMO gap in eV: 9.465
Electronic energy in hartree: -611.87715
Energy relative to the best compared isomer or geometry (same formula, charge and spin) in kJ/mol: 170.6
HOMO level in eV: -8.5

These are the Löwdin partial charges, in e, on atoms 1 to 2: -0.17, -0.49

---

Entry 2:
The ion C4H11NS with charge +1 at a distorted geometry, computed with wB97M-V/def2-TZVPD.

```
17
Properties=species:S:1:pos:R:3
C 2.056 -0.670 -0.669
N 0.882 0.143 -0.980
C 0.010 0.186 0.190
C -0.896 1.449 -0.056
S -1.695 1.967 1.453
C -0.867 -1.049 0.502
H 1.860 -1.577 -0.064
H 2.680 -0.954 -1.508
H 2.656 -0.054 0.021
H 0.298 -0.358 -1.655
H 0.618 0.414 1.082
H -0.207 2.291 -0.211
H -1.584 1.371 -0.901
H -2.575 0.939 1.405
H -1.382 -1.106 1.454
H -1.561 -1.039 -0.361
H -0.293 -1.954 0.299
```

Output
Multiplicity: 2
Charge: +1
HOMO-LUMO gap (alpha / beta) in eV: 11.299 / 4.655
Electronic energy in hartree: -611.58820
Energy relative to the best compared isomer or geometry (same formula, charge and spin) in kJ/mol: 105.5
HOMO level (alpha / beta) in eV: -14.7 / -13.6

These are the Löwdin partial charges, in e, on atoms 1 to 2: -0.08, -0.01

---

Entry 3:
A cluster of 3 separate species, C4H11NS2 in total at a distorted geometry, computed with wB97M-V/def2-TZVPD.

```
18
Properties=species:S:1:pos:R:3
S 2.616 1.404 -2.749
S -0.227 -0.395 -2.653
C 0.862 -0.302 -1.109
C -0.341 -0.300 -0.058
C -1.204 0.901 -0.128
N 0.427 -0.678 1.356
C -0.610 -0.869 2.268
H 2.227 0.385 -3.240
H 1.760 -0.966 -1.212
H 1.440 1.312 -1.151
H -0.947 -1.180 -0.035
H -0.927 1.692 0.628
H -1.118 1.380 -1.066
H -2.324 0.551 -0.034
H 1.066 -0.004 1.486
H -0.302 -0.737 3.452
H -1.472 -0.206 2.047
H -0.925 -1.989 2.197
```

Output
HOMO-LUMO gap in eV: 5.903
Electronic energy in hartree: -1009.84651
Energy relative to the best compared isomer or geometry (same formula, charge and spin) in kJ/mol: 766.3
HOMO level in eV: -8.8

These are the Löwdin partial charges, in e, on atoms 1 to 2: 0.46, 0.55

---

Entry 4:
A structure of composition C4H11NdO3 at a distorted geometry, computed with wB97M-V/def2-TZVPD.

```
19
Properties=species:S:1:pos:R:3
O -1.789 -0.775 0.548
C -1.264 -1.380 1.739
C 0.106 -1.911 1.390
O 0.793 -0.877 0.681
C 2.172 -1.149 0.440
Nd -0.518 0.520 -0.807
H -1.913 -2.202 2.063
H -1.204 -0.623 2.531
H 0.039 -2.800 0.745
H 0.655 -2.166 2.307
H 2.598 -0.273 -0.058
H 2.685 -1.318 1.396
H 2.273 -2.033 -0.203
O -0.516 2.178 -2.467
H -2.742 -0.589 0.590
C -0.372 3.540 -2.674
H 0.080 3.764 -3.659
H -1.350 4.061 -2.649
H 0.266 4.033 -1.914
```

Output
Multiplicity: 4
Charge: +2
HOMO-LUMO gap (alpha / beta) in eV: 6.668 / 7.676
Electronic energy in hartree: -945.47276
HOMO level (alpha / beta) in eV: -16.5 / -16.9

These are the Löwdin partial charges, in e, on atoms 1 to 2: -0.23, -0.13

---

Entry 5:
A cluster of 2 separate species, C4H11O in total at a distorted geometry, computed with wB97M-V/def2-TZVPD.

```
16
Properties=species:S:1:pos:R:3
C 3.378 0.620 -0.333
O 3.813 -0.581 -0.571
H 2.217 0.692 -0.332
H 3.560 1.233 -1.348
H 3.697 1.271 0.489
C -2.415 -1.052 -0.145
C -1.338 -0.056 -0.345
C -0.742 0.392 1.031
H -2.174 -1.828 0.571
H -3.324 -0.570 0.024
H -2.620 -1.719 -1.043
H -0.675 -0.524 -1.120
H -1.850 0.756 -0.841
H -0.119 1.306 0.919
H 0.058 -0.508 1.186
H -1.465 0.568 1.856
```

Output
Multiplicity: 2
HOMO-LUMO gap (alpha / beta) in eV: 11.653 / 8.644
Electronic energy in hartree: -234.10342
Energy relative to the best compared isomer or geometry (same formula, charge and spin) in kJ/mol: 98.6
HOMO level (alpha / beta) in eV: -10.7 / -10.1

These are the Löwdin partial charges, in e, on atoms 1 to 2: -0.29, -0.02

---

Entry 6:
A cluster of 2 separate species, C4H11O2P in total at a distorted geometry, computed with wB97M-V/def2-TZVPD.

```
18
Properties=species:S:1:pos:R:3
C -1.621 1.094 0.055
C -1.156 -1.414 0.319
C -0.864 -0.121 -0.381
C 1.198 0.366 0.003
O 1.570 1.347 -0.863
O 1.221 0.837 1.308
P 2.113 -1.224 -0.253
H -1.329 1.958 -0.542
H -2.697 0.941 -0.072
H -1.432 1.315 1.106
H -1.244 -1.276 1.396
H -0.370 -2.145 0.112
H -2.097 -1.829 -0.047
H -0.794 -0.227 -1.461
H 1.511 2.195 -0.402
H 0.941 0.132 1.902
H 1.729 -1.336 -1.585
H 3.320 -0.614 -0.595
```

Output
HOMO-LUMO gap in eV: 8.540
Electronic energy in hartree: -650.75006
Energy relative to the best compared isomer or geometry (same formula, charge and spin) in kJ/mol: 199.7
HOMO level in eV: -7.8

These are the Löwdin partial charges, in e, on atoms 1 to 2: -0.12, -0.14

---

Entry 7:
An isolated molecule of C4H11O2P at a distorted geometry, computed with wB97M-V/def2-TZVPD.

```
18
Properties=species:S:1:pos:R:3
C 0.233 0.470 1.496
C -1.108 -1.449 0.359
C 1.193 -0.913 -0.415
C -0.128 -0.269 0.067
O -1.184 2.411 -2.436
O -0.744 0.453 -0.923
P -0.263 1.854 -1.481
H 0.980 1.078 1.641
H -0.653 1.149 1.760
H 0.232 -0.356 2.221
H -1.402 -2.024 -0.494
H -2.001 -0.996 0.741
H -0.574 -2.091 1.032
H 1.218 -1.022 -1.546
H 2.062 -0.332 -0.052
H 1.344 -1.922 0.050
H -0.307 2.518 -0.276
H 1.102 1.442 -1.745
```

Output
Structure (SMILES): CC(C)(C)O[PH2]=O
HOMO-LUMO gap in eV: 11.378
Electronic energy in hartree: -650.82069
Energy relative to the best compared isomer or geometry (same formula, charge and spin) in kJ/mol: 14.3
HOMO level in eV: -10.7

These are the Löwdin partial charges, in e, on atoms 1 to 2: -0.01, -0.03

---

Entry 8:
A structure of composition C4H11O2S2 at a distorted geometry, computed with wB97M-V/def2-TZVPD.

```
19
Properties=species:S:1:pos:R:3
C 0.413 -0.099 0.549
C -0.635 -1.170 0.089
O -3.524 -0.071 0.843
C 2.039 -0.874 0.725
S 3.372 0.074 1.413
S 4.471 0.723 -0.359
C 3.212 1.048 -1.480
H 0.332 0.560 1.669
H 0.686 0.918 -0.009
H -1.052 -0.924 -1.011
H -1.189 -1.642 1.056
H 2.341 -1.263 -0.249
H 1.782 -1.768 1.289
H 2.667 2.044 -1.690
H -5.814 1.635 -0.537
H 3.230 0.421 -2.460
H -4.258 0.099 0.261
H -2.473 -0.417 0.314
O -5.601 0.706 -0.413
```

Output
Multiplicity: 2
HOMO-LUMO gap (alpha / beta) in eV: 7.074 / 5.680
Electronic energy in hartree: -1105.47576
Energy relative to the best compared isomer or geometry (same formula, charge and spin) in kJ/mol: 589.1
HOMO level (alpha / beta) in eV: -8.4 / -8.4

These are the Löwdin partial charges, in e, on atoms 1 to 2: -0.28, -0.06

---

Entry 9:
A cluster of 2 separate species, C4H11O3 in total at a distorted geometry, computed with wB97M-V/def2-TZVPD.

```
18
Properties=species:S:1:pos:R:3
C -0.583 1.508 0.807
O -0.611 1.846 -0.554
C -1.152 0.192 1.195
C -0.487 -1.021 0.438
C 0.834 -1.680 0.961
O -0.350 -0.596 -0.837
H -1.065 2.279 1.447
H 0.491 1.644 0.979
H -1.194 -0.137 2.247
H -2.236 0.210 0.865
H -1.322 -1.856 0.521
H 1.481 -1.658 0.098
H 0.825 -2.759 1.044
H 1.302 -1.204 1.781
H -0.574 0.752 -0.872
H 1.523 0.050 -0.859
H 1.490 -0.849 -2.174
O 1.906 -0.065 -1.827
```

Output
Charge: -1
HOMO-LUMO gap in eV: 7.725
Electronic energy in hartree: -384.69033
Energy relative to the best compared isomer or geometry (same formula, charge and spin) in kJ/mol: 166.2
HOMO level in eV: -3.6

These are the Löwdin partial charges, in e, on atoms 1 to 2: -0.38, -0.20

---

Entry 10:
A cluster of 2 separate species, C4H11O3P in total, computed with wB97M-V/def2-TZVPD.

```
19
Properties=species:S:1:pos:R:3
O -2.029 1.408 -0.377
C -0.900 1.015 -0.514
O 0.076 1.823 -0.987
C -0.471 -0.387 -0.160
C 1.023 -0.729 -0.284
C 1.794 -0.611 1.046
P 3.119 -1.906 1.217
H -0.133 2.728 -0.706
H -1.085 -1.077 -0.750
H -0.802 -0.527 0.876
H 1.152 -1.716 -0.733
H 1.473 -0.018 -0.981
H 2.292 0.362 1.098
H 1.128 -0.653 1.911
H 4.138 -1.112 1.779
H 2.708 -2.504 2.426
O -4.573 1.432 -1.983
H -5.187 1.047 -1.352
H -3.722 1.422 -1.527
```

Output
Structure (SMILES): O=C(O)CCCP.O
HOMO-LUMO gap in eV: 9.978
Electronic energy in hartree: -726.07010
Energy relative to the best compared isomer or geometry (same formula, charge and spin) in kJ/mol: 120.6
HOMO level in eV: -9.5

These are the Löwdin partial charges, in e, on atoms 1 to 2: 0.09, -0.50

---

Entry 11:
A structure of composition C4H11O3Pt at a distorted geometry, computed with wB97M-V/def2-TZVPD.

```
19
Properties=species:S:1:pos:R:3
O -0.317 1.505 0.256
C -1.606 0.991 -0.017
C -1.463 -0.479 -0.363
O -0.600 -1.102 0.596
C -0.358 -2.484 0.338
Pt 0.573 0.149 1.265
H -2.048 1.511 -0.881
H -2.298 1.122 0.829
H -0.969 -0.568 -1.344
H -2.433 -0.997 -0.368
H 0.376 -2.858 1.057
H -1.306 -3.036 0.396
H 0.073 -2.620 -0.663
O 1.888 0.621 0.338
H 0.836 1.716 -0.418
C 3.066 -0.072 0.011
H 3.194 -0.167 -1.079
H 3.926 0.454 0.460
H 3.091 -1.090 0.434
```

Output
Multiplicity: 3
Charge: +1
HOMO-LUMO gap (alpha / beta) in eV: 8.163 / 8.783
Electronic energy in hartree: -503.45604
Energy relative to the best compared isomer or geometry (same formula, charge and spin) in kJ/mol: 275.7
HOMO level (alpha / beta) in eV: -12.0 / -13.3

These are the Löwdin partial charges, in e, on atoms 1 to 2: -0.36, -0.22

---

Entry 12:
A cluster of 2 separate species, C4H11OS2 in total at a distorted geometry, computed with wB97M-V/def2-TZVPD.

```
18
Properties=species:S:1:pos:R:3
C 1.055 -1.827 -0.378
O -0.061 -1.682 -1.204
C 1.612 -0.473 0.023
C 1.683 0.480 -1.215
H 1.870 -2.384 -0.911
H 0.767 -2.479 0.478
H 2.584 -0.674 0.483
H 0.936 -0.026 0.769
H 2.267 1.317 -0.981
H 0.666 0.794 -1.458
H 1.884 -0.074 -2.151
C -2.618 1.922 1.264
S -1.624 0.966 0.148
S -1.575 -0.845 1.269
H -3.565 1.381 1.388
H -2.822 2.905 0.773
H -2.297 2.079 2.303
H -0.761 -1.381 -0.600
```

Output
Charge: -1
HOMO-LUMO gap in eV: 6.366
Electronic energy in hartree: -1030.64910
Energy relative to the best compared isomer or geometry (same formula, charge and spin) in kJ/mol: 48.2
HOMO level in eV: -2.7

These are the Löwdin partial charges, in e, on atoms 1 to 2: -0.38, -0.18